116
Properties=species:S:1:pos:R:3:forces:R:3 method="wB97M-V/def2-TZVPD" homo_lumo_gap_ev=9.937 max_force_ev_per_a=11.4 smiles="C[C@H]1COC(=O)O1.C[C@H]1COC(=O)O1.O=S1(=O)CCCC1.O=S1(=O)CCCC1.O=S1(=O)CCCC1.O=S1(=O)CCCC1.O=S1(=O)CCCC1.O=S1(=O)CCCC1" lumo_ev=0.1
C 2.310 31.663 24.671 2.1 1.2 -1.9
C 1.874 32.733 23.560 -5.3 0.2 9.6
C 0.209 32.888 23.499 4.6 -1.4 -6.5
O 0.008 34.262 23.499 -1.2 0.4 -1.1
C 1.057 34.828 23.956 2.8 9.3 0.4
O 1.126 36.157 24.112 -0.2 -7.3 -0.3
O 2.140 34.046 24.071 -0.1 0.7 0.1
H 2.159 30.718 24.237 -0.5 -1.5 -0.5
H 1.878 31.651 25.647 -0.9 0.7 0.3
H 3.425 31.660 24.867 -1.1 0.5 -0.4
H 2.262 32.645 22.696 3.0 -0.9 -6.1
H -0.191 32.675 24.377 -2.2 -2.9 3.3
H 0.021 32.410 22.403 -0.8 0.9 3.1
C 5.864 21.378 26.889 -0.5 -0.5 6.5
C 4.566 21.920 27.552 0.1 -0.8 -1.4
C 4.392 21.615 29.036 0.7 1.0 -2.8
O 4.125 22.877 29.556 0.1 0.7 3.3
C 4.385 23.887 28.706 -2.6 2.0 1.8
O 4.202 25.078 28.835 0.7 -0.9 1.5
O 4.574 23.408 27.572 1.1 -3.6 -5.9
H 5.599 20.289 26.864 1.2 0.6 0.3
H 6.775 21.747 27.617 -1.9 -1.4 -2.2
H 5.903 21.672 25.942 0.7 1.6 -3.9
H 3.718 21.325 27.015 0.8 2.4 0.3
H 5.257 21.086 29.295 1.7 0.0 1.6
H 3.621 20.931 29.096 -2.1 -0.9 0.9
C 3.060 35.964 32.741 -3.9 1.0 -0.4
C 3.767 34.718 32.577 2.8 -3.1 -1.8
C 2.761 33.603 32.205 -2.2 3.3 2.8
S 1.560 34.505 31.131 -2.9 -2.4 5.2
O 0.239 34.110 31.626 0.9 0.8 -0.1
O 1.764 34.289 29.783 1.5 -0.4 -4.8
C 1.951 36.117 31.618 2.9 1.7 -1.7
H 3.741 36.733 32.710 1.3 2.1 0.0
H 2.359 36.123 33.567 1.0 -0.7 0.9
H 4.500 34.460 33.354 -0.8 -0.1 0.4
H 4.524 34.838 31.740 -1.0 0.0 0.3
H 2.123 33.464 33.164 0.9 -0.2 -1.6
H 2.960 32.670 31.801 1.0 -1.5 -0.9
H 1.131 36.681 31.970 -1.1 0.2 0.4
H 2.306 36.665 30.668 -0.3 -0.9 1.4
C 0.798 29.591 32.180 0.5 2.9 1.1
C -0.158 28.772 33.010 -0.8 -1.3 1.8
C 0.060 29.292 34.535 1.7 -3.7 1.2
S 1.762 29.933 34.704 -4.7 1.5 -5.1
O 2.476 29.067 35.499 3.3 -2.3 3.7
O 1.591 31.360 34.861 1.0 -0.2 0.5
C 2.162 29.555 32.990 0.7 0.0 -1.7
H 0.352 30.645 32.032 0.8 -1.0 1.2
H 1.012 29.498 31.147 -0.1 -1.6 -1.1
H 0.113 27.580 32.921 -1.0 3.0 0.4
H -1.259 29.000 32.933 1.1 -0.7 -1.0
H 0.099 28.327 35.224 -0.3 2.0 -1.3
H -0.526 30.018 35.078 -0.9 0.3 -0.8
H 2.674 28.527 32.852 -1.0 1.4 0.7
H 2.922 30.281 32.628 -0.6 -0.3 0.2
C 2.831 27.137 23.601 -2.8 1.8 0.8
C 2.570 26.144 24.717 -2.6 -1.7 -4.4
C 2.774 24.775 24.058 2.9 -2.8 5.9
S 2.543 24.843 22.380 -0.4 0.8 -1.3
O 1.369 24.180 21.910 -0.4 -0.9 0.0
O 3.829 24.583 21.824 0.8 -0.2 -1.0
C 2.187 26.571 22.330 1.4 2.3 0.2
H 3.884 27.280 23.533 0.8 0.3 -0.3
H 2.294 28.120 23.924 1.3 -1.4 -0.8
H 1.580 25.979 25.048 -1.1 1.5 0.9
H 3.282 26.359 25.355 2.8 0.5 4.1
H 2.141 23.972 24.620 0.9 1.3 -1.5
H 3.912 24.532 24.461 -2.6 0.0 -2.1
H 1.137 26.836 22.443 -0.1 -0.6 -0.7
H 2.705 27.084 21.486 -0.9 -0.8 0.1
C 4.300 36.428 25.929 0.7 1.7 1.0
C 3.450 36.011 27.091 -0.1 -1.1 1.9
C 4.413 35.186 27.997 1.7 -0.7 2.2
S 5.444 34.230 26.895 -2.0 2.4 -0.4
O 4.821 32.974 26.713 -0.9 -2.2 -0.5
O 6.782 34.286 27.298 3.1 0.0 0.8
C 5.101 35.252 25.478 -1.7 -0.7 1.7
H 5.046 37.285 26.291 -1.7 -1.6 -1.0
H 3.677 36.693 25.085 -0.1 0.8 0.0
H 2.581 35.373 26.785 0.6 0.8 0.3
H 3.181 36.870 27.714 -0.7 -0.2 -0.4
H 4.079 34.330 28.722 -0.1 2.0 -1.2
H 5.229 35.838 28.581 -2.0 -1.1 -1.2
H 4.536 34.677 24.819 -0.9 -1.1 -1.1
H 5.831 35.731 25.001 3.9 0.7 -1.9
C 7.518 27.752 31.222 -0.4 -3.8 2.3
C 7.701 27.821 32.826 2.9 -3.5 -0.7
C 6.662 28.716 33.361 2.3 1.1 -1.1
S 6.625 29.984 32.131 -1.8 2.2 -1.1
O 7.522 31.055 32.571 -0.9 -1.0 -0.8
O 5.198 30.242 31.811 1.8 0.1 0.7
C 7.311 29.050 30.678 6.1 3.1 9.1
H 6.611 27.125 31.120 0.4 0.1 -0.4
H 8.354 27.312 30.677 -0.1 -0.6 0.5
H 8.754 28.249 33.004 -1.6 -0.5 0.1
H 7.710 26.692 33.328 -0.1 3.0 -1.4
H 6.944 29.153 34.270 0.3 0.8 1.3
H 5.698 28.425 33.387 -3.1 -1.7 0.2
H 8.313 29.545 30.612 -0.7 -0.2 -0.3
H 6.876 29.113 29.874 -5.2 1.0 -8.1
C 3.572 28.645 29.525 0.3 -1.6 2.1
C 3.945 30.010 28.888 -1.9 1.2 4.0
C 2.842 30.431 27.861 1.8 0.1 3.5
S 1.818 29.008 27.730 -3.2 3.8 5.3
O 1.547 28.668 26.433 -0.2 -2.1 -6.2
O 0.618 29.450 28.450 0.9 -1.1 0.6
C 2.748 27.760 28.579 1.5 2.7 -2.0
H 3.003 28.856 30.436 -0.1 -0.1 -0.2
H 4.424 28.014 29.920 -0.5 0.9 -0.6
H 4.888 29.997 28.427 1.4 0.2 -0.4
H 3.914 30.780 29.921 0.6 -2.1 -3.5
H 3.393 30.626 27.030 1.0 0.5 -2.9
H 2.519 31.400 28.290 -1.2 -1.0 -0.7
H 3.445 27.552 27.762 0.0 -0.8 0.0
H 2.080 26.942 28.720 -0.2 -0.6 1.0